# 1
C2HClF4S | ωB97M-V with the def2-TZVPD basis set

As for the HOMO energy: -9.29 eV. The molecular weight is 168.5 g/mol.

Cartesian coordinates (Å):
C 0.842 -0.468 -0.131
C 0.126 0.893 0.078
F 0.431 -1.413 0.771
F 0.587 -0.929 -1.328
F 0.580 1.866 -0.760
F 0.251 1.249 1.361
S -2.220 0.580 -0.338
Cl -2.545 -1.275 0.136
H 1.947 -0.502 0.213

These are the Mulliken partial charges, in e, on atoms 1 to 5:
1 C 0.20
2 C 0.41
3 F -0.22
4 F -0.19
5 F -0.20

# 2
C2HClF4S | ωB97M-V with the def2-TZVPD basis set

As for the HOMO energy (spin up / spin down): -9.34 / -9.03 eV. The molecular weight is 168.5 g/mol.

Cartesian coordinates (Å):
C -1.082 -0.443 0.155
C -0.431 0.875 0.164
F -0.089 -1.280 0.607
F -2.067 -0.597 1.018
F 0.069 1.271 1.315
F -0.844 1.801 -0.664
S 2.695 0.429 -1.271
Cl 3.254 -1.184 -0.426
H -1.507 -0.872 -0.897

These are the Mulliken partial charges, in e, on atoms 1 to 5:
1 C 0.49
2 C 0.16
3 F -0.23
4 F -0.22
5 F -0.18

# 3
C2HClFN3 | ωB97M-V with the def2-TZVPD basis set

As for the HOMO energy: -10.56 eV. As for the SMILES: FC1N=N1.N#CCl. The molecular weight is 121.5 g/mol.

Cartesian coordinates (Å):
F 0.975 -0.835 0.962
C -0.012 -0.660 0.053
N -0.601 -1.822 -0.519
N 0.171 -1.208 -1.247
H -0.573 0.246 0.218
N 2.333 0.700 -1.386
C 3.143 0.320 -0.673
Cl 4.270 -0.211 0.341

These are the Mulliken partial charges, in e, on atoms 1 to 5:
1 F -0.27
2 C 0.32
3 N -0.35
4 N -0.07
5 H 0.37

# 4
C2HClN2O | ωB97M-V with the def2-TZVPD basis set

As for the HOMO energy: -8.94 eV. The molecular weight is 104.5 g/mol.

Cartesian coordinates (Å):
C 0.326 0.146 -0.111
C 0.031 0.493 -1.962
N 1.099 1.081 -2.300
N 1.880 1.908 -2.338
O 0.924 0.972 0.436
Cl -0.508 -1.031 -2.783
H -0.021 -0.887 0.138

These are the Mulliken partial charges, in e, on atoms 1 to 5:
1 C 0.15
2 C 0.08
3 N 0.48
4 N -0.53
5 O -0.32

# 5
C2HClN2O2 | ωB97M-V with the def2-TZVPD basis set

As for the HOMO energy (spin up / spin down): -8.22 / -8.22 eV. The molecular weight is 120.5 g/mol.

Cartesian coordinates (Å):
C -0.045 -0.074 0.276
C -0.545 0.662 1.250
N 0.192 -1.401 0.340
N -0.472 -1.216 2.498
O -0.849 -1.634 3.563
O -0.070 -1.983 1.502
Cl -0.915 1.959 2.141
H 0.154 0.311 -0.712

These are the Mulliken partial charges, in e, on atoms 1 to 5:
1 C 0.00
2 C 0.31
3 N -0.35
4 N 0.27
5 O -0.47

# 6
C2HClN2OS | ωB97M-V with the def2-TZVPD basis set

As for the HOMO energy: -9.68 eV. As for the SMILES: Sc1nonc1Cl. The molecular weight is 136.6 g/mol.

Cartesian coordinates (Å):
S 0.138 2.141 0.701
C 0.360 0.389 0.580
N 1.412 -0.152 1.023
O 1.404 -1.313 0.502
N 0.484 -1.559 -0.376
C -0.283 -0.590 -0.386
Cl -1.648 -0.748 -1.359
H 0.839 2.148 2.170

These are the Mulliken partial charges, in e, on atoms 1 to 5:
1 S -0.28
2 C 0.35
3 N -0.24
4 O 0.00
5 N -0.23